[1]
Density functional theory data (ωB97M-V/def2-TZVPD) for one molecule with the formula CH5N3O.

Output
Lowest unoccupied orbital energy   1.016 eV
SMILES   N/N=C/NO
Orbital gap   9.2 eV
E_HOMO   -8.223 eV
ΔE to the lowest compared entry with this formula, charge and spin   4.179 eV

Positions of all 10 atoms, in Å:
N 1.79679 -0.57705 0.88623
N 0.63722 0.07478 0.44834
C -0.15604 -0.42199 -0.44212
N -1.06466 0.47284 -1.08637
O -1.80105 1.29630 -0.25009
H 1.91760 0.04030 1.74139
H 1.48009 -1.58247 1.30763
H 0.00627 -1.33729 -0.96696
H -1.78941 0.01225 -1.82620
H -1.02681 2.02233 0.18814

***

[2]
Density functional theory data (ωB97M-V/def2-TZVPD) for a 2-piece molecular cluster, CHNO2PS overall.

Output
Lowest unoccupied orbital energy   2.292 eV
Orbital gap   8.2 eV
Net charge   -1
E_HOMO   -5.862 eV
ΔE to the lowest compared entry with this formula, charge and spin   2.168 eV

Positions of all 7 atoms, in Å:
C -0.99676 1.60968 2.32164
N -2.09724 1.88975 2.56403
O 2.24447 1.83827 0.45880
O 0.42855 0.32950 -0.40465
P 1.42948 0.70280 0.83230
S 2.06631 -1.08215 1.46724
H -0.38306 0.23038 -0.05968

***

[3]
Density functional theory data (ωB97M-V/def2-TZVPD) for one molecule with the formula C2H4N4O2.

Output
Lowest unoccupied orbital energy   0.130 eV
SMILES   ONC1=NN=CON1
Orbital gap   8.6 eV
E_HOMO   -8.457 eV
ΔE to the lowest compared entry with this formula, charge and spin   6.738 eV

Positions of all 12 atoms, in Å:
O 1.10489 -1.87690 -1.30496
N 0.77963 -1.55240 0.12574
C 0.08604 -0.50766 0.32828
N -0.38398 -0.18391 1.55759
N -0.63117 1.29177 1.63209
C -1.24177 1.78843 0.70181
O -1.40764 1.13493 -0.44504
N -0.17425 0.46927 -0.58500
H 1.86333 -1.35829 -1.50287
H 1.23880 -2.30438 0.61563
H -1.34376 3.06908 0.49933
H 0.10987 0.03005 -1.62260

***

[4]
Density functional theory data (ωB97M-V/def2-TZVPD) for one molecule with the formula C4H7ClFN.

Output
Lowest unoccupied orbital energy   0.817 eV
SMILES   N[C@H](/C=C\Cl)CF
Orbital gap   10.3 eV
E_HOMO   -9.529 eV
ΔE to the lowest compared entry with this formula, charge and spin   1.160 eV

Positions of all 14 atoms, in Å:
N -0.68977 -0.19215 1.64819
C -0.68351 -0.39890 0.18734
C 0.53452 -0.91386 -0.46099
C 1.81021 -0.53685 -0.52632
Cl 2.74442 0.60630 0.49717
C -1.00930 0.92635 -0.48518
F 0.12361 1.77510 -0.33714
H -1.55324 0.43249 1.80102
H 0.25548 0.33131 1.81138
H -1.37200 -1.13436 -0.20393
H 0.51491 -1.78006 -1.08536
H 2.46151 -1.10120 -1.27962
H -1.91088 1.29872 -0.00593
H -1.22597 0.68712 -1.56062

***

[5]
Density functional theory data (ωB97M-V/def2-TZVPD) for C13H28FO5V as an isolated structure.

Output
Lowest unoccupied orbital energy (spin up / spin down)   -4.348 / -6.565 eV
Orbital gap (spin up / spin down)   7.6 / 5.5 eV
Net charge   +1
E_HOMO (spin up / spin down)   -11.996 / -12.107 eV
ΔE to the lowest compared entry with this formula, charge and spin   0.785 eV
2S+1   4

Positions of all 48 atoms, in Å:
V 0.04609 0.29083 0.55729
C -0.70239 4.73439 1.59492
C -0.80075 3.59405 0.58052
O -0.12307 2.36223 0.72775
H -1.40621 4.47326 2.38521
H -0.96860 5.67209 1.10711
H 0.28134 4.85235 2.04929
H -0.45562 4.05386 -0.34552
H -1.84754 3.31140 0.46896
C 2.34529 1.24849 -2.94443
C 1.32547 0.16398 -2.62089
O 1.16332 -0.03628 -1.23287
H 2.07410 2.28878 -2.76455
H 2.59325 1.30698 -4.00424
H 3.30985 1.16490 -2.44369
H 1.53389 -0.81609 -3.04998
H 0.40722 0.54905 -3.06433
F -0.77496 -0.24807 2.43965
C 2.63001 -1.59024 3.13049
C 2.68901 -0.12027 2.71491
O 2.01664 0.21649 1.72138
C 3.26670 0.82805 3.73469
H 3.56762 -2.10531 2.92148
H 2.00150 -2.09171 2.39455
H 2.24044 -1.85110 4.11450
H 2.91846 1.84190 3.53734
H 4.35397 0.75441 3.75731
H 2.67749 0.68191 4.64000
C -3.32953 -1.02932 -1.85567
C -2.49265 0.12553 -1.50698
O -1.91941 0.14700 -0.42224
C -2.55516 1.30986 -2.41971
H -3.16029 -1.33706 -2.88754
H -4.38009 -0.83899 -1.63617
H -3.01506 -1.91778 -1.30808
H -1.72744 1.39250 -3.12408
H -2.48837 2.22953 -1.83846
H -3.49137 1.40512 -2.96974
C -1.90843 -3.75400 0.51251
C -0.58572 -3.18704 0.00504
O -0.37967 -1.97913 0.21054
C 0.21212 -3.94902 -1.00390
H -1.61365 -4.41759 1.32544
H -2.36349 -4.30306 -0.31183
H -2.56061 -2.93846 0.82503
H 0.06374 -3.64610 -2.04039
H 0.08666 -5.03135 -0.97357
H 1.24586 -3.81086 -0.68704

***

[6]
Density functional theory data (ωB97M-V/def2-TZVPD) for one molecule with the formula C4H3N3O3.

Output
Lowest unoccupied orbital energy   0.469 eV
SMILES   C=N/N=C\OC(=O)N=C=O
Orbital gap   10.6 eV
E_HOMO   -10.144 eV
ΔE to the lowest compared entry with this formula, charge and spin   3.329 eV

Positions of all 13 atoms, in Å:
C -0.89193 -0.17488 -2.17274
N -1.65025 0.17368 -1.22937
N -1.28628 1.05556 -0.37112
C -1.06708 1.07155 0.85818
O -0.88035 -0.11561 1.60973
C 0.26663 -0.80584 1.54949
O 0.41900 -1.87398 2.05365
N 1.31407 -0.10366 0.84742
C 2.45383 -0.14318 0.47424
O 3.49491 -0.09430 0.00395
H 0.08817 0.01576 -2.22705
H -1.38631 -0.83578 -2.94811
H -0.87440 1.83068 1.55172

***

[7]
Density functional theory data (ωB97M-V/def2-TZVPD) for C27H47CsLiMgN6O11 as an isolated structure.

Output
Lowest unoccupied orbital energy   -6.354 eV
Orbital gap   0.9 eV
Net charge   +1
E_HOMO   -7.301 eV

Positions of all 94 atoms, in Å:
N -1.49333 1.11105 -4.25965
C -1.07301 0.78257 -2.84984
N 0.00532 -0.26919 -2.81103
C -0.55648 -1.54076 -3.40978
C -0.45100 -2.83803 -2.47831
N -0.73240 -2.61828 -1.04199
C -0.35670 -1.26717 -0.54743
C 0.16331 -1.48675 0.97279
C -0.94228 -1.51028 2.01336
C -0.60854 -1.69650 3.49438
C 0.94184 -1.82876 3.68272
C 1.86019 -1.80630 2.43293
N 1.56951 -1.64568 1.06744
C 0.66607 -0.45853 -1.46517
C 1.29803 0.85373 -0.82476
C 0.36614 1.70962 0.13643
O 1.18773 2.16259 1.26085
H -1.09752 2.04604 -4.46265
H -2.51298 1.29255 -4.20777
H -2.00338 0.30746 -2.37186
H -0.79957 1.77283 -2.36934
H 0.75028 0.05652 -3.46560
H -1.65486 -1.45899 -3.72431
H 0.00762 -1.79807 -4.39313
H 0.56316 -3.34491 -2.65224
H -1.24624 -3.57076 -2.86713
H -1.68750 -2.88808 -0.77848
H -1.30675 -0.61849 -0.46275
H -2.02541 -1.39086 1.70061
H -1.40827 -1.72563 4.29171
H 1.39948 -1.94670 4.75484
H 3.00938 -1.94655 2.64266
H 1.55738 -1.17084 -1.66146
H 2.27357 0.53819 -0.30725
H 1.61226 1.53908 -1.69715
H -0.58190 1.21439 0.50057
H 0.06496 2.67340 -0.41059
H 2.11179 2.28098 0.94050
O -1.18313 4.04298 1.61435
H -0.36082 3.74340 1.23204
Cs 2.05124 -3.23836 5.47698
C -1.59982 -5.84503 -0.61182
O -3.00594 -5.64903 -0.64098
H -1.17067 -5.19670 0.15274
H -1.37642 -6.88678 -0.36932
H -1.17338 -5.58888 -1.58548
H -3.36080 -6.23235 -1.32372
C -0.80023 -3.42712 -6.50782
O -0.75681 -2.70801 -7.51234
O -1.83338 -3.61671 -5.79866
O 0.18899 -4.06513 -6.03082
C 5.13417 5.71235 -2.62860
C 3.86484 6.18713 -2.31940
C 2.74149 5.56847 -2.85159
C 2.90105 4.46925 -3.68906
C 4.17008 3.99174 -4.01135
C 5.28813 4.61944 -3.47714
N 1.71834 3.79944 -4.22501
O 0.62426 4.25498 -3.93312
O 1.88579 2.81477 -4.93086
H 6.01203 6.19657 -2.20513
H 3.74723 7.04286 -1.65711
H 1.75670 5.94842 -2.60144
H 4.30176 3.13893 -4.66758
H 6.28092 4.25541 -3.71754
Li 1.95029 -2.06133 -3.79619
C -5.92378 -5.74668 2.92587
C -5.69271 -6.27860 1.52786
C -4.49330 -7.18354 1.72963
O -4.57586 -7.68930 3.06915
C -5.57668 -6.94968 3.78174
H -6.93796 -5.38211 3.09547
H -5.22629 -4.92736 3.13151
H -6.55713 -6.86928 1.20849
H -5.51814 -5.49990 0.78384
H -3.55561 -6.62653 1.63872
H -4.47314 -8.01686 1.02324
H -6.44436 -7.60384 3.91701
H -5.19541 -6.66943 4.76618
C 2.50460 5.97278 5.69241
C 2.29619 5.89070 4.20475
O 2.53280 6.83277 3.46290
N 1.82707 4.72007 3.68823
C 1.49078 3.50649 4.39342
H 2.87937 6.96334 5.95168
H 1.55817 5.81502 6.21296
H 3.24127 5.23042 6.00938
H 1.71096 4.74014 2.68472
H 2.10835 2.69571 3.99882
H 0.43930 3.28161 4.19975
H 1.65093 3.59465 5.46608
Mg 4.95739 8.06379 -0.91867
O 1.86358 8.94709 5.64754
H 2.24380 8.40300 4.95116

***

[8]
Density functional theory data (ωB97M-V/def2-TZVPD) for a 4-piece molecular cluster, C3H12BrN6O3 overall.

Output
Lowest unoccupied orbital energy   2.637 eV
Orbital gap   6.8 eV
Net charge   -1
E_HOMO   -4.182 eV
ΔE to the lowest compared entry with this formula, charge and spin   3.245 eV

Positions of all 25 atoms, in Å:
Br -0.47644 0.37735 0.38211
C 3.72459 2.13000 5.31960
O 4.21638 2.64896 6.24956
N 4.07712 0.96283 4.93627
N 2.75562 2.71052 4.65490
H 3.74182 0.53854 4.08324
H 4.83673 0.53800 5.44872
H 2.57597 3.66512 4.93159
H 2.51781 2.41937 3.71747
C 2.41685 -5.26449 -2.87348
O 3.49020 -5.85598 -2.87608
N 1.93308 -4.76430 -1.82247
N 1.61936 -5.15423 -3.90021
H 2.46467 -4.86573 -0.96970
H 1.18790 -4.08280 -1.84167
H 1.86984 -5.51131 -4.81118
H 0.66927 -4.86059 -3.72355
C -5.74773 3.36717 -2.40141
O -6.44375 4.15897 -2.94472
N -4.49262 3.53021 -2.25849
N -6.18925 2.29044 -1.84972
H -3.91632 2.94467 -1.67103
H -4.16954 4.27575 -2.85841
H -7.13458 2.11050 -1.54302
H -5.52706 1.69092 -1.37837